C4H5NO | wB97M-V/def2-TZVPD

**E_HOMO**: -0.3830 Ha
**Orbital gap**: 11.2 eV

Atoms and positions in Å:
H 1.751 -2.083 -0.528
N 1.285 -1.236 -0.213
C 0.170 -1.498 0.319
O -0.631 -0.545 0.839
C -0.141 0.786 0.692
C -0.301 1.293 -0.661
C -0.484 1.715 -1.819
H -0.303 -2.475 0.447
H 0.925 0.838 0.926
H -0.715 1.383 1.406
H -1.557 1.822 -1.408

***

C4H5NO | wB97M-V/def2-TZVPD

**E_HOMO**: -0.3376 Ha
**Orbital gap**: 10.2 eV

Atoms and positions in Å:
C -0.306 -1.790 0.364
C -0.038 -0.339 0.159
N 0.613 0.478 0.921
C 0.612 1.677 0.223
C -0.056 1.513 -0.937
O -0.482 0.218 -0.991
H -1.213 -2.092 -0.166
H -0.415 -2.002 1.430
H 0.528 -2.387 -0.019
H 1.094 2.561 0.614
H -0.313 2.145 -1.772

***

C4H5NO | wB97M-V/def2-TZVPD

**E_HOMO**: -0.2925 Ha
**Orbital gap**: 8.8 eV

Atoms and positions in Å:
O 0.164 2.244 -0.301
C -0.208 0.907 -0.324
C 0.766 0.049 -0.766
C 0.683 -1.195 -0.131
C -0.378 -1.185 0.724
N -0.962 0.048 0.768
H -0.378 2.888 -0.775
H 1.556 0.316 -1.460
H 1.378 -2.000 -0.260
H -0.761 -2.064 1.242
H -1.859 -0.007 1.283

***

C4H5NO | wB97M-V/def2-TZVPD

**E_HOMO**: -0.3056 Ha
**Orbital gap**: 8.4 eV

Atoms and positions in Å:
C 0.754 -1.266 0.465
C -0.043 -0.063 0.028
C -1.499 0.051 0.152
O -2.134 1.023 -0.213
C 0.646 1.933 -1.257
N 0.488 0.967 -0.558
H 0.887 -1.295 1.556
H 1.745 -1.250 -0.003
H 0.252 -2.196 0.161
H -2.003 -0.837 0.588
H 0.896 2.940 -0.924

***

C4H5NO | wB97M-V/def2-TZVPD

**E_HOMO**: -0.3568 Ha
**Orbital gap**: 10.4 eV

Atoms and positions in Å:
O 2.572 0.074 -0.008
C 1.357 0.009 -0.043
C 0.465 1.202 -0.102
C -0.878 0.880 -0.076
C -0.902 -0.646 -0.019
N 0.504 -1.035 -0.203
H 0.757 2.217 -0.056
H -1.798 1.473 -0.017
H -1.671 -1.223 -0.672
H -1.173 -0.916 1.140
H 0.767 -2.036 0.055

***

C4H5NO | wB97M-V/def2-TZVPD

**E_HOMO**: -0.3002 Ha
**Orbital gap**: 8.7 eV

Atoms and positions in Å:
H 1.639 0.906 -1.730
N 1.934 0.275 -0.977
C 0.812 -0.165 -0.527
C -0.569 0.085 -0.724
C -1.211 -0.712 0.375
C 0.169 -0.293 0.741
O 0.496 0.370 1.833
H -0.898 0.409 -1.683
H -1.934 -0.230 1.047
H -1.500 -1.726 0.104
H 1.226 0.956 1.556

***

C4H5NO | wB97M-V/def2-TZVPD

**E_HOMO**: -0.3818 Ha
**Orbital gap**: 9.9 eV

Atoms and positions in Å:
C -1.561 0.357 0.161
C 0.086 -0.106 -0.883
C 0.827 -0.224 0.361
O 0.233 -0.299 1.416
C 2.291 -0.185 0.449
N 3.435 -0.157 0.617
H -1.948 -0.291 0.992
H -2.215 0.292 -0.679
H -1.401 1.352 0.581
H 0.703 0.272 -1.758
H -0.401 -1.014 -1.205

***

C4H5NO | wB97M-V/def2-TZVPD

**E_HOMO**: -0.3325 Ha
**Orbital gap**: 10.0 eV

Atoms and positions in Å:
C -0.040 0.842 1.489
C -0.041 0.087 0.191
C -0.917 -0.053 -0.840
N -0.369 -0.831 -1.840
C 0.813 -1.161 -1.395
O 1.071 -0.692 -0.140
H -0.440 1.882 1.326
H -0.725 0.336 2.212
H 0.976 0.887 1.982
H -1.947 0.342 -1.003
H 1.620 -1.638 -1.981

***

C4H5NO | wB97M-V/def2-TZVPD

**E_HOMO**: -0.3435 Ha
**Orbital gap**: 10.1 eV

Atoms and positions in Å:
C 1.535 0.986 -0.136
C 0.143 0.487 0.148
N -0.859 0.988 0.677
O -1.985 0.452 0.848
C -1.687 -1.359 0.044
C -0.477 -1.317 -0.342
H 1.626 2.081 -0.120
H 2.255 0.580 0.584
H 1.821 0.644 -1.134
H -2.693 -1.669 0.257
H 0.322 -1.874 -0.826

***

C4H5NO | wB97M-V/def2-TZVPD

**E_HOMO**: -0.3232 Ha
**Orbital gap**: 9.4 eV

Atoms and positions in Å:
C -1.683 -1.268 -0.322
C -0.525 -0.733 -0.060
C 0.477 0.115 0.071
N 1.858 -0.123 -0.094
C 0.031 1.536 0.250
O -1.121 1.870 0.397
H -2.365 -1.610 0.452
H -2.060 -1.282 -1.346
H 2.459 0.300 0.605
H 2.092 -1.103 -0.188
H 0.837 2.298 0.235

***

C4H5NO | wB97M-V/def2-TZVPD

**E_HOMO**: -0.3280 Ha
**Orbital gap**: 9.9 eV

Atoms and positions in Å:
O -1.804 -0.816 -1.320
C -0.948 -0.397 -0.564
C 0.468 -0.117 -0.955
C 1.167 0.380 0.265
C 0.264 0.392 1.267
N -1.057 -0.090 0.770
H 0.426 0.625 -1.753
H 0.876 -1.056 -1.327
H 2.231 0.638 0.163
H 0.382 0.691 2.313
H -2.005 -0.251 1.141

***

C4H5NO | wB97M-V/def2-TZVPD

**E_HOMO**: -0.3480 Ha
**Orbital gap**: 9.7 eV

Atoms and positions in Å:
C -2.714 0.348 0.122
C -0.080 -0.511 0.624
C 0.010 -0.019 -0.788
C -0.652 0.774 0.303
N -3.882 0.644 -0.231
O -3.171 -0.855 -0.011
H -0.792 -1.315 0.828
H 0.802 -0.482 1.350
H 1.020 0.234 -1.261
H -0.749 -0.403 -1.530
H -0.599 1.643 0.892

***

C4H5NO | wB97M-V/def2-TZVPD

**E_HOMO**: -0.3467 Ha
**Orbital gap**: 10.2 eV

Atoms and positions in Å:
N 3.054 0.419 1.198
C 2.084 0.389 0.563
C 0.884 0.296 -0.232
C -0.398 0.193 0.468
C -1.510 -0.159 -0.398
O -0.811 -1.337 0.002
H 0.388 -0.968 -0.478
H 0.891 0.904 -1.140
H -0.518 0.278 1.542
H -2.513 -0.148 0.009
H -1.442 0.103 -1.454

***

C4H5NO | wB97M-V/def2-TZVPD

**E_HOMO**: -0.3012 Ha
**Orbital gap**: 8.8 eV

Atoms and positions in Å:
C -1.645 -0.416 -0.063
C -0.174 -0.177 -0.146
C 0.498 0.947 0.259
N 1.883 1.174 -0.411
C 1.978 -0.001 -0.090
O 0.621 -1.077 -0.638
H -1.856 -1.364 0.441
H -2.158 0.398 0.455
H -2.041 -0.488 -1.082
H 0.229 1.733 0.949
H 2.665 -0.729 0.326

***

C4H5NO | wB97M-V/def2-TZVPD

**E_HOMO (alpha / beta)**: -0.3450 / -0.3449 Ha
**Orbital gap (alpha / beta)**: 7.6 / 7.6 eV

Atoms and positions in Å:
N -1.411 -1.394 -1.076
C -1.237 -0.380 -0.226
C -0.010 0.112 -0.870
C 1.146 0.544 -0.138
C 1.042 0.776 1.188
O -1.708 -0.091 0.875
H -1.850 -2.177 -0.578
H 0.009 0.114 -1.954
H 2.067 0.748 -0.673
H 0.072 0.644 1.655
H 1.880 1.105 1.798

***

C4H5NO | wB97M-V/def2-TZVPD

**E_HOMO**: -0.3416 Ha
**Orbital gap**: 9.7 eV

Atoms and positions in Å:
C -1.041 0.888 0.098
C -0.021 1.904 -0.180
C -2.224 0.285 0.072
C 1.414 -0.296 0.124
N 0.336 0.633 0.079
O 2.653 0.371 0.132
H -2.426 -0.782 0.433
H -3.266 0.745 0.261
H 1.431 -1.143 0.909
H 1.473 -0.947 -0.839
H 2.664 0.879 -0.622

***

C4H5NO | wB97M-V/def2-TZVPD

**E_HOMO**: -0.3906 Ha
**Orbital gap**: 11.3 eV

Atoms and positions in Å:
N 2.738 0.519 0.713
C 1.598 0.340 0.605
C 0.223 -0.110 0.398
O -0.206 -1.002 1.378
C -0.862 0.641 -0.337
C -0.076 -0.417 -1.047
H -0.806 -0.515 1.955
H -1.863 0.327 -0.039
H -0.781 1.690 -0.598
H 0.685 -0.080 -1.744
H -0.533 -1.375 -1.262

***

C4H5NO | wB97M-V/def2-TZVPD

**E_HOMO**: -0.3309 Ha
**Orbital gap**: 9.4 eV

Atoms and positions in Å:
H -0.584 -1.351 2.579
N -0.466 -0.886 1.680
C 0.756 -0.581 1.497
C 1.200 0.134 0.275
C 0.355 0.366 -0.701
C -0.601 0.425 -1.589
O -1.532 1.425 -1.639
H 1.548 -0.797 2.226
H 2.233 0.478 0.235
H -0.650 -0.336 -2.367
H -2.259 1.123 -2.196

***

C4H5NO | wB97M-V/def2-TZVPD

**E_HOMO**: -0.3448 Ha
**Orbital gap**: 10.0 eV

Atoms and positions in Å:
C -2.021 -0.804 1.671
C -1.252 -0.374 0.848
C -0.306 0.079 -0.139
C 1.064 0.530 0.197
N -0.557 -0.159 -1.391
O 0.536 0.076 -2.169
H -2.716 -1.192 2.388
H 1.343 1.447 -0.330
H 1.270 0.564 1.270
H 1.815 -0.243 -0.429
H 1.410 -0.255 -1.620

***

C4H5NO | wB97M-V/def2-TZVPD

**E_HOMO**: -0.3370 Ha
**Orbital gap**: 9.4 eV

Atoms and positions in Å:
C 0.333 0.538 1.047
C -0.361 0.019 -0.179
N 0.180 -0.023 -1.351
O 1.437 0.548 -1.330
C -1.952 -0.156 -0.081
C -1.494 -1.325 0.016
H 0.248 1.629 1.091
H -0.134 0.119 1.940
H 1.395 0.280 1.021
H 1.699 0.529 -2.260
H -1.200 -2.337 0.225